DFT (the ωB97M-V functional and the def2-TZVPD basis) results for 10 unconnected molecules or ions with the total composition C22H66N2O10.

```
100
Properties=species:S:1:pos:R:3
O -0.5968 -1.1253 -4.2492
H -0.4638 -0.3259 -4.7965
H -0.6621 -1.8537 -4.8743
C -1.7399 2.3903 2.7144
C -1.7520 3.7941 2.1216
O -0.9438 3.8591 0.9414
H -2.2807 1.6848 2.0858
H -2.2340 2.4009 3.6901
H -0.7001 2.1043 2.8773
H -1.5065 4.5912 2.8202
H -2.7767 4.0440 1.8165
H -1.3797 3.2308 0.3344
C 2.2752 4.5533 -1.4397
C 1.8537 3.1012 -1.2764
O 1.8405 2.4958 -2.5607
H 3.3596 4.6144 -1.5059
H 2.0200 5.0928 -0.5217
H 1.6858 5.0201 -2.2266
H 0.8996 3.0379 -0.7455
H 2.6299 2.6217 -0.6626
H 1.4697 1.6064 -2.4784
C -3.7123 0.8252 -1.8229
C -3.3786 2.2295 -1.3577
O -1.9702 2.3900 -1.2257
H -3.2298 0.4596 -2.7251
H -4.7990 0.8180 -1.9912
H -3.6376 0.1220 -0.9937
H -3.8310 2.3953 -0.3777
H -3.8145 2.9606 -2.0462
H -1.4848 1.7299 -1.7581
C -0.8453 -0.5910 -0.0069
C 0.1963 -0.3779 -1.1000
O -0.2371 0.4745 -2.1583
H -1.7420 -1.0415 -0.4262
H -1.0750 0.4061 0.3796
H -0.4263 -1.0921 0.8633
H 0.6128 -1.2999 -1.5157
H 1.0802 0.0661 -0.6300
H -0.4550 -0.1434 -2.8927
C 3.0127 -0.4627 -3.7267
C 3.5234 -0.6847 -2.2953
O 3.0772 -1.9762 -1.8365
H 3.3165 0.5462 -4.0428
H 1.9340 -0.3973 -3.8421
H 3.5294 -1.1997 -4.3421
H 3.1502 0.1022 -1.6405
H 4.6165 -0.7251 -2.2955
H 3.5829 -2.6198 -2.3404
C -1.4116 1.8781 -5.8141
C 0.0921 2.0827 -5.6820
O 0.7886 0.8443 -5.8863
H -1.9293 2.8337 -5.7239
H -1.7844 1.2220 -5.0267
H -1.7272 1.4473 -6.7670
H 0.2570 2.4034 -4.6492
H 0.4563 2.8984 -6.3077
H 1.6526 1.0311 -6.2605
C -5.0587 -1.4309 0.9174
C -5.2802 -1.3852 2.4344
O -4.9043 -0.0782 2.8505
H -4.0080 -1.2013 0.7472
H -5.7488 -0.7741 0.3957
H -5.1802 -2.4457 0.5315
H -4.6589 -2.1596 2.9003
H -6.2991 -1.6195 2.7571
H -4.8555 -0.0667 3.8120
C 6.2800 -0.7465 0.2193
C 5.8531 -1.7158 1.3364
C 4.3829 -2.0999 1.2236
O 3.6232 -0.9494 1.5134
C 2.2613 -1.2563 1.6624
N 6.7687 -2.8852 1.2858
H 6.1850 -1.2603 -0.7391
H 7.2921 -0.3763 0.3632
H 5.6153 0.1223 0.2101
H 6.0524 -1.1546 2.2530
H 4.1415 -2.9114 1.9183
H 4.2329 -2.3843 0.1731
H 1.5874 -0.4173 1.8205
H 2.1517 -1.9931 2.4693
H 1.8786 -1.7575 0.7604
H 7.3088 -2.8951 2.1408
H 6.2475 -3.7540 1.2474
C -2.2811 -0.3213 5.2081
C -2.2701 -1.8287 5.0024
C -1.5524 -2.1364 3.7320
O -1.4949 -3.5303 3.4151
C -1.2241 -3.7890 2.0634
N -1.6178 -2.4622 6.1545
H -1.3021 0.1648 5.2089
H -2.6398 -0.0233 6.1985
H -2.8938 0.1796 4.4543
H -3.2837 -2.2545 4.9190
H -0.5145 -1.7707 3.6872
H -2.0245 -1.6631 2.8565
H -1.9874 -3.4606 1.3524
H -1.1706 -4.8766 2.0093
H -0.2359 -3.3966 1.8003
H -1.6164 -3.4569 5.9393
H -2.1454 -2.2716 6.9949
```

Summary:
electronic energy: -47336.7225 eV
net charge: 0
ΔE to the lowest compared entry with this formula, charge and spin: 0.0000 eV
SMILES string: COC[C@H](C)N.COC[C@H](C)N.CCO.CCO.CCO.CCO.CCO.CCO.CCO.O
largest force on an atom: 2.28 eV/Å
LUMO level: 0.40 eV
multiplicity: 1
highest occupied orbital energy: -9.2 eV
frontier orbital gap: 9.58 eV

Atom charges from the Löwdin analysis, given in e for atoms 1 to 6: atom 1 (O): -0.0440, atom 2 (H): 0.0191, atom 3 (H): 0.0774, atom 4 (C): -0.0902, atom 5 (C): -0.3115, atom 6 (O): -0.1044